1.
8
Properties=species:S:1:pos:R:3:forces:R:3:lowdin_charge:R:1 method="wB97M-V/def2-TZVPD" gap_ev="7.421 / 7.417" relative_energy_kj_mol=678.5 spin_multiplicity=1 e_lumo_ev="-1.65 / -1.66"
C -1.304735 -0.164389 0.004783 0.27 -0.42 0.59 -0.259
N -0.374415 -0.737721 0.533306 -0.43 0.18 0.35 -0.036
N -2.397877 0.195443 -0.343921 -1.36 0.57 -0.74 0.157
N 2.329593 0.113573 -0.049242 -1.30 -3.50 -1.84 0.120
O 0.797735 -1.200813 0.386003 2.96 1.45 -0.71 -0.075
H 2.004609 0.900397 0.444655 -1.04 1.41 0.49 -0.029
H -3.111777 0.761564 0.105736 0.71 -0.07 -0.01 0.082
H 2.056866 0.131947 -1.081322 0.18 0.38 1.87 0.041

2.
15
Properties=species:S:1:pos:R:3:forces:R:3:lowdin_charge:R:1 method="wB97M-V/def2-TZVPD" gap_ev="8.012 / 8.836" relative_energy_kj_mol=638.1 spin_multiplicity=1 e_lumo_ev="0.05 / -0.14"
C 1.337708 -0.789632 -0.168043 -0.16 -1.95 0.42 -0.128
C 0.055309 -0.272086 0.017250 -2.10 -0.72 0.89 -0.340
C -1.122002 -1.351423 -0.049522 1.32 1.15 -0.77 -0.015
C -1.465154 1.586563 0.199058 0.26 -0.18 -1.63 -0.119
N 2.956594 0.873753 0.133730 -0.14 0.13 -0.32 0.098
N -0.152963 0.967934 0.192019 0.30 1.52 -0.28 0.027
O 2.539619 -0.359379 -0.140556 0.95 0.34 -0.15 -0.108
H 1.389799 -1.854858 -0.228508 -0.03 -0.62 -0.36 0.119
H -1.962882 -0.647062 -0.121130 -0.20 -1.72 -0.02 0.032
H -1.216272 -2.181576 0.665942 0.18 1.01 0.57 0.082
H -0.948497 -1.919527 -0.958676 -0.39 0.27 -0.57 0.067
H -2.231339 0.792434 0.022785 -0.04 1.57 -0.12 0.049
H -1.649195 2.010862 1.168730 -0.06 0.42 0.41 0.066
H -1.459266 2.448097 -0.608880 -0.23 -1.82 1.62 0.122
H 3.928536 0.695896 -0.124193 0.34 0.60 0.31 0.047

3.
51
Properties=species:S:1:pos:R:3:forces:R:3:lowdin_charge:R:1 method="wB97M-V/def2-TZVPD" gap_ev=8.699 relative_energy_kj_mol=209.6 spin_multiplicity=1 e_lumo_ev=-0.95
O 0.568333 -0.963158 -2.976958 0.14 0.30 -1.02 -0.068
H -0.377246 -0.727854 -2.970751 -0.22 0.19 0.38 -0.011
H 0.631217 -1.247561 -3.903420 0.55 -0.11 0.27 0.095
O -2.856862 1.297172 -0.688322 0.45 -0.76 0.69 -0.033
H -3.126702 0.644156 -0.013358 0.06 0.05 -0.78 0.054
H -3.648134 1.726291 -0.969082 -1.01 0.69 -0.24 0.066
O -1.975194 -0.238285 -2.977121 0.28 -0.79 -1.14 -0.007
H -2.287335 0.417801 -2.395592 -0.19 1.94 1.43 -0.010
H -2.674295 -0.872765 -2.916673 -0.39 -1.14 -0.39 0.063
O 0.142462 0.125973 -0.195951 1.12 0.31 -0.75 -0.024
H 0.051348 0.505448 0.668363 -0.05 0.74 0.83 0.027
H -0.551620 -0.504316 -0.256974 -1.05 -1.05 -0.23 0.010
O -1.384439 -3.811765 0.336925 -2.16 1.31 -0.76 -0.024
H -0.674541 -4.108356 0.838510 2.31 -1.19 1.36 0.022
H -1.372395 -2.858611 0.528166 0.23 -0.62 -0.20 0.005
O 3.482727 0.457950 0.744745 0.42 -0.24 0.26 -0.058
H 3.374258 0.887934 -0.099951 -0.14 0.12 -0.48 -0.016
H 2.646863 0.520222 1.221752 0.11 0.05 0.03 -0.027
O -2.243153 -1.315226 0.107120 0.65 1.38 -0.71 0.000
H -2.575035 -1.505663 0.952300 -0.64 -0.37 2.24 0.058
H -2.851534 -1.772474 -0.446305 -0.60 -0.78 -1.22 0.076
O -0.664233 -3.221898 -2.243225 -0.33 -0.03 -2.17 -0.053
H -0.982619 -3.358710 -1.373648 0.01 -0.38 1.54 -0.055
H -0.092049 -2.449167 -2.301283 0.34 -0.19 0.50 -0.029
O 1.888976 -2.121423 -0.333901 0.44 -2.52 -0.34 -0.030
H 2.803863 -2.034082 -0.611314 -0.13 0.53 0.17 0.051
H 1.488074 -1.291046 -0.219659 -0.16 1.93 0.03 -0.055
O -1.221579 2.021732 1.457701 0.26 0.88 0.15 -0.053
H -0.994218 2.862212 1.011767 -0.09 -0.79 0.54 0.081
H -1.972144 1.704433 0.970118 -0.50 0.07 -0.67 0.008
O 1.318989 2.621061 0.124973 -0.01 0.71 -0.01 -0.040
H 0.729644 3.331450 -0.170725 0.41 -0.48 -0.59 0.076
H 1.278986 1.888352 -0.498004 -0.06 0.09 -0.32 0.010
O 2.792905 0.871156 -2.132832 -0.65 0.00 -0.18 -0.048
H 1.976588 0.410651 -2.407033 0.36 -0.41 0.21 0.004
H 2.637138 1.739344 -2.510305 0.25 0.37 -0.03 0.044
O -0.941750 0.379967 3.569112 0.44 0.13 0.97 -0.025
H -1.270321 -0.456603 3.274717 -0.29 -0.75 -0.28 0.029
H -1.111083 1.039730 2.895613 -0.17 0.56 -0.41 -0.011
O 1.714386 0.194614 2.753201 1.29 0.54 0.71 -0.051
H 2.127439 0.705648 3.473331 0.72 -0.20 -0.67 0.100
H 0.838125 0.366121 3.046188 -2.17 0.09 0.21 -0.023
O -0.193661 1.930519 -2.420832 -0.01 0.02 -1.16 -0.067
H -0.165233 1.520816 -3.317732 -0.01 0.43 1.13 0.065
H -0.162592 1.194677 -1.795458 0.01 -0.19 0.11 -0.027
O 1.092594 3.093665 2.650037 -0.33 1.09 2.51 -0.059
H 1.067426 2.844336 1.738929 0.23 -0.13 -1.20 -0.065
H 0.678158 3.965037 2.805283 0.42 -0.83 -0.41 0.057
O 0.941038 -2.389362 2.414768 -1.21 -1.52 -1.22 -0.031
H 1.028154 -1.464832 2.230866 0.77 0.65 0.31 -0.031
H 1.070273 -2.555310 3.331926 0.27 0.29 1.02 0.028

4.
83
Properties=species:S:1:pos:R:3:forces:R:3:lowdin_charge:R:1 method="wB97M-V/def2-TZVPD" gap_ev=7.731 relative_energy_kj_mol=20.2 spin_multiplicity=1 e_lumo_ev=0.00
Rb 0.228916 2.693657 -0.538068 0.07 0.20 -0.05 0.726
N -6.783722 -2.005719 2.939214 0.01 0.00 0.00 0.091
C -5.647795 -1.287218 2.574037 -0.01 -0.01 -0.01 -0.325
C -5.330291 -1.106697 1.225573 0.00 0.01 0.00 -0.032
C -4.231974 -0.349997 0.863765 0.00 -0.01 -0.02 -0.057
C -3.435818 0.230108 1.841310 -0.01 0.04 0.00 -0.299
C -3.738488 0.057464 3.181502 0.01 -0.01 0.00 -0.061
C -4.842337 -0.691860 3.546016 0.00 0.00 0.02 -0.030
S -2.023136 1.162543 1.348732 -0.16 -0.16 -0.14 0.523
O -1.496569 1.851451 2.498790 0.05 0.16 0.23 -0.313
O -2.469247 2.023713 0.256760 0.01 -0.03 -0.02 -0.467
N -0.976342 0.169535 0.671532 0.25 -0.11 -0.06 -0.140
C -0.391949 -0.796580 1.420412 -0.01 -0.12 -0.02 -0.481
N 0.600609 -1.497431 0.807482 -0.10 0.11 -0.02 0.101
C 1.188375 -2.451864 1.510370 0.00 0.00 0.01 -0.157
C 0.839499 -2.766940 2.813990 0.02 -0.02 -0.02 -0.078
C -0.191244 -2.009888 3.346853 -0.02 0.04 -0.01 -0.137
N -0.802160 -1.045363 2.682085 -0.01 -0.01 0.05 0.136
H -7.103712 -2.676941 2.260223 0.00 0.00 0.00 0.085
H -6.771318 -2.382603 3.872881 0.00 0.00 0.00 0.085
H -5.955746 -1.556230 0.463123 0.00 0.00 0.00 0.109
H -3.987622 -0.204892 -0.181379 0.00 0.00 0.00 0.116
H -3.094880 0.505603 3.925583 0.00 0.00 0.00 0.112
H -5.085722 -0.823084 4.594074 0.00 0.00 0.00 0.109
H 1.986506 -2.991580 1.004753 -0.01 -0.01 0.01 0.103
H 1.329424 -3.551465 3.370894 0.01 0.00 -0.01 0.092
H -0.541359 -2.185869 4.360508 -0.02 0.00 0.00 0.109
O 1.889297 5.045853 -0.572956 0.04 0.06 0.02 -0.178
C 3.115277 4.812754 0.126882 -0.04 0.01 -0.02 -0.258
C 3.063246 5.332278 1.555625 -0.01 0.01 0.00 -0.162
C 1.934829 4.733776 2.407481 0.02 0.02 0.00 -0.131
C 2.164958 3.295838 2.783665 -0.03 0.01 -0.01 -0.281
C 2.465933 2.927280 4.089685 0.00 0.02 0.01 -0.013
C 2.657639 1.589263 4.387692 0.01 -0.01 0.04 -0.053
C 2.558075 0.655033 3.371655 0.00 -0.03 -0.04 -0.049
C 2.266029 1.110832 2.096824 -0.02 0.01 0.02 -0.127
N 2.067417 2.393651 1.802729 0.00 -0.01 0.03 0.059
H 1.791232 5.991587 -0.718769 -0.02 0.00 -0.01 0.090
H 3.948550 5.269849 -0.414375 0.00 0.01 0.02 0.121
H 3.255508 3.734284 0.109967 0.02 0.00 0.02 0.101
H 2.940129 6.420249 1.528800 0.00 0.00 -0.01 0.114
H 4.030122 5.142446 2.031635 0.00 -0.01 0.00 0.122
H 0.991164 4.810763 1.861835 0.00 0.00 0.00 0.111
H 1.823153 5.326488 3.316257 0.00 -0.01 0.01 0.114
H 2.528081 3.683062 4.861751 0.00 0.00 0.00 0.112
H 2.872877 1.280456 5.402765 0.01 0.00 0.00 0.109
H 2.684210 -0.403199 3.554870 0.00 0.00 -0.01 0.100
H 2.162298 0.412194 1.275231 0.02 -0.03 -0.02 0.093
I -2.192695 5.767302 -0.761100 -0.01 -0.03 0.00 0.750
C -3.430869 4.234124 -1.549534 -0.01 -0.02 -0.02 -1.154
I -2.591988 3.220510 -3.215249 -0.03 0.05 0.02 0.780
H -4.356368 4.690740 -1.873391 0.01 0.01 0.00 -0.040
H -3.563305 3.497456 -0.766497 0.01 0.01 0.00 -0.073
O 1.863239 1.713022 -2.607703 -0.05 -0.05 0.00 -0.650
S 1.669010 0.344287 -3.195038 -0.06 0.05 -0.08 0.942
C -0.085719 -0.027896 -2.884300 0.13 0.01 0.12 -0.292
C -0.506632 -1.435410 -3.181819 -0.02 -0.03 -0.03 -0.270
C -1.154731 -2.166308 -2.191977 -0.01 -0.03 -0.02 -0.038
C -1.546388 -3.475287 -2.438442 0.00 0.01 0.02 -0.074
C -1.285245 -4.062270 -3.667608 0.00 0.00 -0.02 -0.092
C -0.645988 -3.331634 -4.661631 -0.01 -0.02 0.03 -0.079
C -0.267019 -2.021111 -4.422275 0.03 0.02 -0.01 -0.047
C 2.453277 -0.797406 -2.020885 -0.09 -0.02 -0.05 -0.263
C 2.678296 -2.155395 -2.624470 0.08 -0.01 -0.01 -0.277
C 3.495878 -2.301023 -3.743525 -0.02 0.03 0.01 -0.055
C 3.689817 -3.546390 -4.318680 -0.03 -0.04 0.02 -0.081
C 3.071108 -4.665556 -3.775464 0.04 0.01 -0.02 -0.090
C 2.262787 -4.529502 -2.657062 -0.01 0.01 0.01 -0.075
C 2.066305 -3.280202 -2.086313 -0.02 -0.01 0.01 -0.047
H -0.609335 0.704306 -3.502533 0.00 0.00 0.00 0.058
H -0.265141 0.198798 -1.830392 -0.05 -0.01 0.01 0.048
H -1.341967 -1.701514 -1.230328 0.02 -0.01 0.01 0.096
H -2.050768 -4.038210 -1.662852 0.00 0.00 0.00 0.105
H -1.582102 -5.086353 -3.855220 0.00 0.00 0.00 0.101
H -0.440460 -3.785088 -5.622713 0.00 0.00 0.00 0.104
H 0.234128 -1.453357 -5.198400 0.00 -0.01 0.00 0.115
H 1.850428 -0.834211 -1.110617 -0.02 -0.03 0.02 0.070
H 3.392436 -0.279920 -1.815712 0.04 -0.03 0.01 0.104
H 3.976199 -1.428382 -4.172490 0.00 -0.01 0.01 0.111
H 4.323665 -3.643652 -5.190691 0.00 -0.01 0.00 0.102
H 3.221715 -5.639627 -4.222756 0.00 0.00 -0.01 0.100
H 1.773241 -5.396368 -2.231730 0.00 0.00 0.00 0.106
H 1.413272 -3.165060 -1.230868 -0.03 0.01 0.00 0.090